(1)
{"formula": "C40H94N9OS", "method": "ωB97M-V with the def2-TZVPD basis set", "e_above_lowest_kcal_mol": 0.0, "homo_lumo_gap_ev": 6.88, "charge": 1, "multiplicity": 1, "e_lumo_ha": -0.0943, "homo_energy_ev": -9.45, "fmax_ev_per_a": 6.80, "symbols": ["C", "C", "C", "C", "C", "C", "O", "N", "N", "C", "C", "C", "C", "S", "N", "C", "N", "C", "C", "C", "C", "C", "N", "H", "H", "H", "H", "H", "H", "H", "H", "H", "H", "H", "H", "H", "H", "H", "H", "H", "H", "H", "H", "H", "H", "H", "H", "H", "H", "H", "H", "H", "H", "H", "H", "H", "H", "C", "C", "N", "C", "C", "C", "C", "H", "H", "H", "H", "H", "H", "H", "H", "H", "H", "H", "H", "H", "H", "H", "C", "C", "N", "C", "C", "C", "C", "H", "H", "H", "H", "H", "H", "H", "H", "H", "H", "H", "H", "H", "H", "H", "C", "C", "N", "C", "C", "C", "C", "H", "H", "H", "H", "H", "H", "H", "H", "H", "H", "H", "H", "H", "H", "H", "C", "C", "N", "C", "C", "C", "C", "H", "H", "H", "H", "H", "H", "H", "H", "H", "H", "H", "H", "H", "H", "H"], "coordinates": [[5.99, -5.42, 0.32], [5.46, -4.04, -0.34], [6.53, -2.92, 0.05], [5.23, -4.24, -1.91], [5.86, -3.10, -2.84], [3.64, -4.34, -2.23], [3.17, -3.28, -3.13], [2.19, -2.56, -2.56], [2.35, -1.42, -1.80], [1.04, -1.01, -1.44], [0.51, 0.18, -0.56], [1.60, 1.29, -0.19], [1.66, 1.37, 1.42], [2.73, 2.74, 2.05], [0.00, -1.82, -1.98], [0.81, -2.82, -2.68], [0.14, -3.80, -3.28], [-1.34, -3.90, -3.33], [-2.00, -4.71, -2.11], [-1.08, -4.84, -0.81], [-2.09, -5.05, 0.44], [-1.33, -4.55, 1.78], [-1.62, -5.41, 2.97], [5.42, -6.31, -0.08], [5.86, -5.30, 1.45], [7.12, -5.51, 0.13], [4.50, -3.79, 0.23], [7.43, -2.87, -0.64], [6.02, -1.91, 0.20], [6.94, -3.20, 1.08], [5.71, -5.23, -2.20], [5.68, -3.38, -3.93], [5.40, -2.09, -2.60], [6.99, -3.10, -2.72], [3.04, -4.24, -1.26], [3.47, -5.36, -2.72], [3.21, -0.94, -1.53], [-0.39, 0.66, -1.06], [0.14, -0.28, 0.42], [1.17, 2.30, -0.51], [2.62, 1.14, -0.66], [2.02, 0.37, 1.84], [0.59, 1.49, 1.82], [3.71, 2.08, 2.78], [0.67, -4.53, -3.78], [-1.85, -2.90, -3.44], [-1.60, -4.48, -4.28], [-2.34, -5.74, -2.47], [-2.96, -4.17, -1.81], [-0.48, -3.92, -0.56], [-0.45, -5.79, -0.84], [-3.02, -4.41, 0.35], [-2.42, -6.13, 0.56], [-1.63, -3.46, 1.94], [-0.22, -4.65, 1.56], [-1.09, -6.29, 2.89], [-1.20, -4.96, 3.80], [-2.42, 2.46, -2.76], [-3.30, 3.68, -2.56], [-3.57, 3.98, -1.16], [-4.63, 4.97, -0.98], [-4.39, 6.38, -1.50], [-2.41, 4.16, -0.30], [-1.39, 5.23, -0.68], [-2.84, 1.58, -2.26], [-2.34, 2.23, -3.83], [-1.40, 2.62, -2.39], [-4.25, 3.48, -3.07], [-2.84, 4.54, -3.08], [-4.90, 5.02, 0.09], [-5.54, 4.58, -1.46], [-3.70, 6.94, -0.86], [-5.33, 6.94, -1.50], [-4.01, 6.39, -2.52], [-1.88, 3.20, -0.25], [-2.74, 4.33, 0.73], [-1.15, 5.23, -1.75], [-0.46, 5.07, -0.14], [-1.74, 6.23, -0.41], [-4.49, -2.23, 3.16], [-4.06, -2.75, 4.52], [-4.26, -1.79, 5.60], [-3.59, -2.18, 6.84], [-4.06, -3.45, 7.54], [-5.62, -1.28, 5.76], [-6.74, -2.29, 5.99], [-4.00, -1.28, 2.92], [-4.21, -2.96, 2.39], [-5.57, -2.09, 3.09], [-2.99, -2.98, 4.45], [-4.57, -3.70, 4.72], [-3.65, -1.35, 7.56], [-2.52, -2.28, 6.63], [-5.02, -3.32, 8.04], [-3.34, -3.74, 8.31], [-4.14, -4.30, 6.85], [-5.87, -0.70, 4.87], [-5.64, -0.54, 6.57], [-6.68, -3.15, 5.32], [-7.71, -1.81, 5.81], [-6.76, -2.65, 7.01], [5.42, 5.38, 4.90], [5.75, 4.18, 5.78], [6.62, 3.20, 5.14], [6.69, 1.94, 5.87], [7.32, 1.96, 7.26], [7.89, 3.71, 4.63], [8.83, 4.40, 5.61], [5.00, 5.06, 3.94], [4.69, 6.02, 5.39], [6.30, 6.00, 4.70], [4.80, 3.70, 6.03], [6.17, 4.55, 6.73], [7.23, 1.20, 5.25], [5.68, 1.54, 5.96], [8.40, 2.06, 7.22], [7.11, 1.01, 7.77], [6.91, 2.76, 7.89], [7.67, 4.41, 3.82], [8.42, 2.89, 4.13], [8.31, 5.10, 6.26], [9.59, 4.96, 5.06], [9.36, 3.68, 6.23], [-4.84, 3.99, -6.80], [-4.22, 2.60, -6.88], [-4.78, 1.77, -7.93], [-4.40, 0.36, -7.82], [-2.92, 0.02, -8.00], [-4.76, 2.32, -9.28], [-3.40, 2.71, -9.86], [-5.93, 3.93, -6.69], [-4.44, 4.52, -5.93], [-4.61, 4.60, -7.68], [-4.39, 2.12, -5.91], [-3.13, 2.71, -6.99], [-4.98, -0.23, -8.54], [-4.71, 0.00, -6.84], [-2.61, 0.08, -9.04], [-2.74, -1.01, -7.67], [-2.27, 0.67, -7.40], [-5.40, 3.21, -9.30], [-5.25, 1.62, -9.97], [-2.78, 3.27, -9.16], [-3.55, 3.36, -10.74], [-2.84, 1.84, -10.21]]}


(2)
{"formula": "C57H84F40O13", "method": "ωB97M-V with the def2-TZVPD basis set", "e_above_lowest_kcal_mol": 49.1, "homo_lumo_gap_ev": 9.72, "multiplicity": 1, "e_lumo_ha": 0.0129, "homo_energy_ev": -9.37, "fmax_ev_per_a": 3.76, "symbols": ["C", "C", "C", "F", "F", "F", "F", "O", "C", "C", "F", "F", "F", "F", "H", "H", "H", "H", "C", "C", "C", "F", "F", "F", "F", "O", "C", "C", "F", "F", "F", "F", "H", "H", "H", "H", "C", "C", "C", "F", "F", "F", "F", "O", "C", "C", "F", "F", "F", "F", "H", "H", "H", "H", "C", "C", "C", "F", "F", "F", "F", "O", "C", "C", "F", "F", "F", "F", "H", "H", "H", "H", "C", "C", "C", "F", "F", "F", "F", "O", "C", "C", "F", "F", "F", "F", "H", "H", "H", "H", "C", "C", "C", "O", "C", "H", "H", "H", "H", "H", "H", "H", "H", "C", "C", "C", "O", "C", "H", "H", "H", "H", "H", "H", "H", "H", "C", "C", "C", "O", "C", "H", "H", "H", "H", "H", "H", "H", "H", "C", "C", "C", "O", "C", "H", "H", "H", "H", "H", "H", "H", "H", "C", "C", "C", "O", "C", "H", "H", "H", "H", "H", "H", "H", "H", "C", "C", "C", "O", "C", "H", "H", "H", "H", "H", "H", "H", "H", "C", "C", "C", "O", "C", "H", "H", "H", "H", "H", "H", "H", "H", "C", "C", "C", "O", "C", "H", "H", "H", "H", "H", "H", "H", "H"], "coordinates": [[5.85, -2.20, -4.03], [7.30, -2.56, -4.44], [7.88, -3.69, -3.59], [8.10, -3.32, -2.33], [7.04, -4.69, -3.56], [7.29, -2.95, -5.66], [8.12, -1.49, -4.46], [5.71, -1.55, -2.78], [4.41, -1.08, -2.33], [4.52, -0.28, -1.00], [3.36, 0.20, -0.54], [5.07, -0.99, -0.02], [3.95, -0.23, -3.26], [3.49, -2.04, -2.17], [5.25, -3.10, -4.15], [5.41, -1.51, -4.75], [8.83, -4.09, -3.95], [5.10, 0.64, -1.02], [2.28, -5.60, 0.11], [1.23, -5.02, -0.83], [-0.20, -5.09, -0.24], [-0.65, -6.35, -0.11], [-0.27, -4.50, 0.97], [1.51, -3.78, -1.23], [1.28, -5.76, -1.94], [3.62, -5.39, -0.38], [4.52, -4.75, 0.52], [5.77, -4.28, -0.13], [6.59, -3.76, 0.78], [6.49, -5.17, -0.82], [3.89, -3.75, 1.06], [4.80, -5.56, 1.54], [2.14, -6.67, 0.02], [2.08, -5.35, 1.15], [-0.95, -4.63, -0.89], [5.65, -3.52, -0.90], [4.66, 3.24, 1.41], [6.10, 3.76, 1.44], [6.18, 5.25, 1.18], [7.40, 5.68, 1.22], [5.71, 5.58, -0.03], [6.61, 3.54, 2.68], [6.93, 3.09, 0.58], [4.16, 3.16, 0.05], [2.81, 3.54, -0.19], [2.64, 3.86, -1.65], [1.40, 4.21, -2.04], [3.47, 4.83, -2.08], [2.04, 2.51, 0.11], [2.37, 4.55, 0.58], [4.06, 3.81, 2.12], [4.61, 2.20, 1.76], [5.75, 5.79, 2.02], [2.93, 2.97, -2.21], [-1.47, 0.29, -4.57], [-2.43, -0.41, -5.48], [-3.06, -1.64, -4.76], [-3.70, -1.22, -3.65], [-3.91, -2.32, -5.45], [-3.39, 0.45, -5.77], [-1.80, -0.78, -6.58], [-0.57, 1.19, -5.33], [0.39, 1.95, -4.52], [1.09, 2.89, -5.48], [1.93, 3.74, -4.90], [1.82, 2.33, -6.42], [-0.29, 2.59, -3.56], [1.27, 1.12, -3.94], [-0.82, -0.40, -4.03], [-2.06, 0.76, -3.77], [-2.30, -2.26, -4.30], [0.34, 3.43, -6.06], [-2.62, 6.09, 2.89], [-1.95, 7.36, 3.55], [-1.97, 8.54, 2.58], [-3.17, 8.77, 2.02], [-1.52, 9.73, 3.07], [-2.64, 7.68, 4.66], [-0.73, 7.23, 4.01], [-1.84, 5.74, 1.71], [-2.52, 4.92, 0.76], [-1.51, 4.41, -0.33], [-2.01, 3.69, -1.34], [-0.72, 5.36, -0.90], [-3.19, 3.92, 1.29], [-3.37, 5.81, 0.20], [-3.68, 6.26, 2.73], [-2.57, 5.28, 3.62], [-1.22, 8.28, 1.84], [-0.83, 3.75, 0.20], [-4.98, 0.71, 3.27], [-4.64, -0.19, 2.07], [-5.78, -1.16, 2.12], [-6.89, -0.28, 2.47], [-6.47, 0.86, 3.21], [-4.53, 1.70, 3.23], [-4.70, 0.21, 4.19], [-3.69, -0.71, 2.15], [-4.59, 0.46, 1.19], [-5.65, -1.92, 2.89], [-5.88, -1.63, 1.14], [-6.79, 0.89, 4.25], [-6.78, 1.75, 2.66], [-1.11, 2.54, 4.52], [0.00, 3.57, 4.56], [0.37, 3.87, 3.10], [-0.54, 3.06, 2.34], [-0.94, 1.96, 3.09], [-2.10, 2.99, 4.67], [-1.06, 1.77, 5.28], [0.84, 3.20, 5.14], [-0.25, 4.54, 4.98], [1.41, 3.66, 2.84], [0.24, 4.94, 2.91], [-0.22, 1.14, 3.14], [-1.78, 1.47, 2.59], [-5.23, 2.76, -2.17], [-6.21, 2.81, -0.98], [-7.52, 3.35, -1.60], [-7.50, 2.67, -2.82], [-6.21, 2.46, -3.28], [-4.50, 1.95, -2.12], [-4.75, 3.71, -2.41], [-5.83, 3.47, -0.21], [-6.34, 1.80, -0.59], [-7.49, 4.43, -1.66], [-8.42, 3.14, -1.02], [-5.92, 3.07, -4.13], [-6.08, 1.44, -3.63], [1.93, -4.02, -4.92], [2.15, -3.02, -6.05], [0.85, -2.31, -6.24], [0.00, -2.79, -5.21], [0.77, -3.39, -4.16], [2.78, -4.19, -4.26], [1.63, -4.98, -5.34], [2.52, -3.54, -6.93], [2.88, -2.22, -5.91], [0.39, -2.47, -7.22], [0.94, -1.25, -5.97], [0.16, -4.17, -3.69], [1.05, -2.75, -3.32], [3.63, -0.74, 3.03], [4.94, -0.12, 3.47], [4.46, 1.00, 4.33], [3.23, 1.45, 3.76], [2.52, 0.31, 3.28], [3.35, -1.71, 3.45], [3.67, -1.06, 1.99], [5.43, 0.24, 2.56], [5.65, -0.80, 3.93], [5.20, 1.80, 4.36], [4.32, 0.68, 5.36], [2.01, 0.43, 2.32], [1.79, 0.04, 4.03], [-4.78, -5.22, 2.40], [-5.79, -5.28, 1.23], [-4.99, -4.77, 0.05], [-4.21, -3.77, 0.66], [-3.77, -4.15, 1.98], [-4.32, -6.18, 2.64], [-5.21, -4.87, 3.34], [-6.61, -4.59, 1.43], [-6.12, -6.26, 0.90], [-5.63, -4.38, -0.73], [-4.35, -5.46, -0.51], [-3.72, -3.33, 2.69], [-2.79, -4.62, 1.96], [-1.94, -0.06, -0.24], [-0.58, 0.46, -0.75], [0.29, -0.79, -0.88], [-0.69, -1.81, -0.97], [-1.82, -1.58, -0.16], [-2.65, 0.23, -1.02], [-2.28, 0.42, 0.67], [-0.27, 1.27, -0.09], [-0.76, 0.96, -1.70], [0.97, -1.02, -0.06], [0.89, -0.83, -1.79], [-1.52, -1.99, 0.80], [-2.75, -1.98, -0.56], [-0.59, -4.01, 4.49], [-0.11, -2.56, 4.58], [-1.34, -1.77, 4.11], [-2.44, -2.58, 4.56], [-1.99, -3.84, 5.02], [-0.03, -4.69, 5.13], [-0.60, -4.39, 3.47], [0.71, -2.44, 3.87], [0.15, -2.28, 5.60], [-1.37, -1.68, 3.02], [-1.37, -0.76, 4.52], [-2.59, -4.67, 4.66], [-2.01, -3.86, 6.11]]}